Molecular formula: C57H55BrF8O3
Method: DFT, ωB97M-V/def2-TZVPD

Positions of all 124 atoms, in Å:
C  3.633  0.532  0.726
C  2.594  1.671  0.877
C  1.248  1.197  1.489
C  2.473  2.467  -0.454
C  1.474  1.888  -1.490
C  2.116  1.329  -2.777
O  2.940  0.186  -2.483
C  3.878  -0.077  -3.420
O  3.898  -1.108  -3.956
C  5.004  0.924  -3.835
C  5.295  2.004  -2.796
O  5.831  1.832  -1.807
Br  4.732  3.862  -3.213
H  3.736  -0.056  1.647
H  3.360  -0.176  -0.070
H  4.598  1.016  0.515
H  3.039  2.367  1.608
H  1.152  1.473  2.549
H  1.095  0.112  1.399
H  0.425  1.696  0.960
H  3.491  2.575  -0.848
H  2.136  3.479  -0.194
H  0.833  1.086  -1.100
H  0.800  2.707  -1.783
H  2.602  2.100  -3.391
H  1.258  0.952  -3.382
H  4.670  1.419  -4.757
H  5.880  0.301  -4.036
F  -1.301  0.849  -4.252
C  -1.001  0.896  -5.567
C  0.263  0.529  -5.981
C  0.573  0.573  -7.334
C  -0.382  0.993  -8.250
C  -1.649  1.363  -7.817
C  -1.965  1.310  -6.466
H  0.994  0.211  -5.250
H  1.559  0.281  -7.671
H  -0.139  1.031  -9.305
H  -2.389  1.691  -8.526
H  -2.949  1.587  -6.109
F  0.402  3.998  1.280
C  0.218  4.830  2.322
C  0.677  6.130  2.237
C  0.482  6.987  3.311
C  -0.158  6.531  4.457
C  -0.609  5.220  4.527
C  -0.426  4.363  3.451
H  1.181  6.463  1.339
H  0.831  8.010  3.255
H  -0.305  7.200  5.295
H  -1.104  4.863  5.421
H  -0.778  3.339  3.484
F  -5.585  -4.683  -2.931
C  -4.853  -3.551  -2.887
C  -3.907  -3.321  -3.867
C  -3.157  -2.154  -3.824
C  -3.355  -1.239  -2.799
C  -4.307  -1.486  -1.819
C  -5.065  -2.647  -1.865
H  -3.761  -4.051  -4.654
H  -2.417  -1.958  -4.590
H  -2.765  -0.332  -2.765
H  -4.458  -0.775  -1.018
H  -5.817  -2.854  -1.114
F  -2.069  3.417  -9.638
C  -1.323  4.539  -9.581
C  -0.367  4.762  -10.553
C  0.397  5.919  -10.495
C  0.203  6.829  -9.464
C  -0.759  6.586  -8.493
C  -1.533  5.435  -8.553
H  -0.226  4.036  -11.344
H  1.144  6.110  -11.254
H  0.803  7.729  -9.418
H  -0.908  7.293  -7.687
H  -2.293  5.232  -7.810
F  4.545  1.382  3.367
C  5.472  2.209  3.883
C  5.719  2.185  5.242
C  6.679  3.036  5.769
C  7.370  3.907  4.936
C  7.106  3.922  3.572
C  6.154  3.064  3.039
H  5.164  1.505  5.876
H  6.887  3.022  6.831
H  8.116  4.573  5.350
H  7.642  4.602  2.923
H  5.940  3.055  1.977
F  -3.039  -5.905  2.903
C  -2.746  -5.865  1.584
C  -1.480  -6.224  1.165
C  -1.182  -6.186  -0.189
C  -2.146  -5.779  -1.102
C  -3.413  -5.416  -0.662
C  -3.718  -5.464  0.690
H  -0.740  -6.530  1.894
H  -0.196  -6.472  -0.533
H  -1.910  -5.744  -2.158
H  -4.160  -5.097  -1.371
H  -4.702  -5.192  1.052
F  -5.660  -8.362  8.217
C  -4.491  -7.966  7.680
C  -3.341  -8.039  8.442
C  -2.135  -7.635  7.886
C  -2.097  -7.155  6.583
C  -3.264  -7.083  5.831
C  -4.469  -7.496  6.381
H  -3.393  -8.408  9.458
H  -1.225  -7.694  8.469
H  -1.156  -6.836  6.153
H  -3.233  -6.704  4.818
H  -5.388  -7.456  5.809
F  -0.808  -0.381  7.040
C  -1.543  -1.507  6.971
C  -1.253  -2.445  5.998
C  -2.010  -3.607  5.933
C  -3.049  -3.812  6.830
C  -3.331  -2.857  7.799
C  -2.570  -1.698  7.875
H  -0.444  -2.263  5.303
H  -1.789  -4.353  5.179
H  -3.639  -4.716  6.774
H  -4.144  -3.015  8.496
H  -2.769  -0.946  8.628

Properties
Frontier orbital gap = 9.37 eV
Spin multiplicity = 1
E_HOMO = -9.02 eV
SMILES = CC(C)CCCOC(=O)CC(=O)Br.Fc1ccccc1.Fc1ccccc1.Fc1ccccc1.Fc1ccccc1.Fc1ccccc1.Fc1ccccc1.Fc1ccccc1.Fc1ccccc1

These are the Löwdin partial charges, in e, on atoms 1 to 99:
1 C -0.08
2 C -0.40
3 C -0.08
4 C -0.17
5 C -0.13
6 C -0.17
7 O 0.00
8 C -0.50
9 O 0.18
10 C -0.05
11 C -0.79
12 O 0.10
13 Br 0.69
14 H 0.07
15 H 0.07
16 H 0.06
17 H 0.11
18 H 0.07
19 H 0.08
20 H 0.05
21 H 0.07
22 H 0.09
23 H 0.11
24 H 0.12
25 H 0.08
26 H 0.10
27 H 0.11
28 H 0.14
29 F 0.04
30 C -0.28
31 C -0.02
32 C -0.07
33 C -0.09
34 C -0.08
35 C -0.01
36 H 0.10
37 H 0.11
38 H 0.10
39 H 0.09
40 H 0.12
41 F 0.05
42 C -0.28
43 C -0.02
44 C -0.08
45 C -0.10
46 C -0.08
47 C -0.01
48 H 0.12
49 H 0.10
50 H 0.10
51 H 0.11
52 H 0.12
53 F 0.05
54 C -0.32
55 C -0.02
56 C -0.07
57 C -0.09
58 C -0.07
59 C -0.03
60 H 0.12
61 H 0.10
62 H 0.09
63 H 0.11
64 H 0.12
65 F 0.04
66 C -0.28
67 C -0.02
68 C -0.08
69 C -0.10
70 C -0.08
71 C -0.01
72 H 0.12
73 H 0.11
74 H 0.10
75 H 0.11
76 H 0.12
77 F 0.06
78 C -0.28
79 C -0.02
80 C -0.08
81 C -0.10
82 C -0.08
83 C -0.01
84 H 0.12
85 H 0.10
86 H 0.10
87 H 0.10
88 H 0.11
89 F 0.03
90 C -0.28
91 C -0.02
92 C -0.08
93 C -0.08
94 C -0.07
95 C 0.00
96 H 0.12
97 H 0.11
98 H 0.10
99 H 0.07

=====

Molecular formula: C57H55CsN6O2P
Method: DFT, ωB97M-V/def2-TZVPD

Positions of all 122 atoms, in Å:
Cs  1.860  -1.549  0.242
C  5.553  0.380  -2.300
C  4.726  -0.490  -1.547
N  4.413  -0.265  -0.321
C  4.986  0.767  0.395
C  5.789  1.730  -0.273
C  6.039  1.441  -1.662
C  6.292  2.801  0.499
C  5.844  2.969  1.776
C  4.980  2.050  2.395
C  4.503  0.945  1.744
N  3.639  -0.015  2.273
C  3.755  -0.422  3.542
C  4.805  -0.345  4.386
C  4.922  -1.065  5.572
C  3.884  -1.875  6.084
C  2.657  -1.868  5.299
C  1.571  -2.712  5.610
C  0.476  -2.718  4.791
C  0.497  -1.948  3.608
N  1.493  -1.185  3.267
C  2.600  -1.128  4.054
H  5.944  0.302  -3.307
H  4.323  -1.391  -2.010
H  6.551  2.177  -2.230
H  7.077  3.434  0.040
H  6.198  3.786  2.414
H  4.696  2.265  3.405
H  5.778  0.109  4.106
H  5.964  -1.083  5.986
H  4.070  -2.220  7.055
H  1.631  -3.392  6.485
H  -0.486  -3.245  5.004
H  -0.427  -1.910  3.020
C  -0.925  2.423  4.860
C  -0.276  1.752  3.679
C  1.237  2.039  3.720
C  -0.930  2.085  2.302
C  -0.786  3.579  1.916
O  -0.690  3.556  0.475
C  -0.352  2.278  0.159
N  -0.386  1.409  1.099
C  0.059  2.033  -1.227
C  1.339  1.717  -1.494
C  1.750  1.693  -2.835
C  0.921  1.845  -3.940
C  -0.445  2.091  -3.652
C  -0.866  2.171  -2.326
P  -2.592  2.331  -1.894
C  -3.500  1.340  -3.174
C  -4.714  1.780  -3.712
C  -5.404  1.003  -4.663
C  -4.942  -0.292  -4.961
C  -3.743  -0.750  -4.383
C  -3.042  0.072  -3.425
C  -3.209  4.001  -2.355
C  -2.918  4.735  -3.508
C  -3.481  5.990  -3.676
C  -4.228  6.503  -2.679
C  -4.538  5.826  -1.517
C  -4.032  4.547  -1.377
H  -0.600  1.959  5.825
H  -2.033  2.357  4.861
H  -0.755  3.493  5.007
H  -0.255  0.663  3.860
H  1.437  3.077  3.425
H  1.797  1.354  3.016
H  1.743  1.786  4.632
H  -1.981  1.753  2.372
H  0.148  3.918  2.375
H  -1.664  4.165  2.257
H  2.022  1.585  -0.678
H  2.824  1.532  -3.071
H  1.337  1.808  -4.963
H  -1.166  2.168  -4.434
H  -5.124  2.748  -3.498
H  -6.386  1.292  -5.122
H  -5.507  -0.955  -5.570
H  -3.310  -1.658  -4.626
H  -2.180  -0.336  -2.872
H  -2.250  4.468  -4.276
H  -3.295  6.462  -4.637
H  -4.492  7.529  -2.780
H  -5.047  6.408  -0.742
H  -4.144  4.051  -0.428
C  -0.517  -5.917  -0.404
C  -0.215  -4.959  0.764
C  -1.419  -4.082  1.238
C  -1.987  -4.247  2.487
C  -2.975  -3.373  2.934
C  -3.400  -2.352  2.109
C  -2.765  -2.118  0.935
C  -3.237  -1.001  0.017
C  -4.358  -1.377  -0.886
C  -1.701  -2.897  0.463
N  -0.982  -2.543  -0.648
C  -1.223  -3.054  -1.772
C  -0.445  -3.126  -3.039
C  -0.776  -4.026  -4.046
C  0.169  -3.782  -5.020
C  0.999  -2.802  -4.589
N  0.682  -2.390  -3.332
H  0.445  -6.200  -0.913
H  -1.131  -5.479  -1.125
H  -0.902  -6.776  0.020
H  0.618  -4.291  0.529
H  0.134  -5.627  1.537
H  -1.708  -5.090  3.170
H  -3.531  -3.566  3.842
H  -4.173  -1.698  2.503
H  -2.370  -0.783  -0.653
H  -3.504  -0.126  0.558
H  -3.978  -2.070  -1.623
H  -4.682  -0.368  -1.299
H  -5.157  -1.955  -0.346
H  -2.049  -3.758  -1.943
H  -1.564  -4.686  -4.198
H  0.242  -4.245  -6.041
H  1.894  -2.298  -5.084
O  2.906  -3.557  -1.870
H  3.408  -3.958  -2.607
H  2.224  -3.136  -2.418

Properties
Frontier orbital gap = 5.89 eV
Spin multiplicity = 1
Net charge = -1
ΔE to the lowest compared entry with this formula, charge and spin = 67.93 kcal/mol
E_HOMO = -3.84 eV

These are the Löwdin partial charges, in e, on atoms 1 to 99:
1 Cs 1.01
2 C -0.08
3 C -0.18
4 N -0.02
5 C -0.14
6 C -0.15
7 C -0.04
8 C -0.08
9 C -0.10
10 C -0.05
11 C -0.24
12 N 0.01
13 C -0.31
14 C -0.08
15 C -0.11
16 C -0.06
17 C -0.15
18 C -0.04
19 C -0.07
20 C -0.19
21 N 0.02
22 C -0.16
23 H 0.10
24 H 0.09
25 H 0.10
26 H 0.11
27 H 0.10
28 H 0.10
29 H 0.11
30 H 0.11
31 H 0.06
32 H 0.12
33 H 0.11
34 H 0.10
35 C -0.09
36 C -0.37
37 C -0.07
38 C -0.25
39 C -0.09
40 O 0.00
41 C -0.38
42 N 0.20
43 C -0.16
44 C -0.04
45 C -0.05
46 C -0.05
47 C -0.07
48 C -0.30
49 P 1.13
50 C -0.38
51 C -0.09
52 C -0.09
53 C -0.09
54 C -0.04
55 C -0.11
56 C -0.37
57 C -0.07
58 C -0.10
59 C -0.12
60 C -0.08
61 C -0.12
62 H 0.09
63 H 0.08
64 H 0.07
65 H 0.12
66 H 0.07
67 H 0.07
68 H 0.07
69 H 0.14
70 H 0.11
71 H 0.13
72 H 0.10
73 H 0.11
74 H 0.11
75 H 0.09
76 H 0.09
77 H 0.11
78 H 0.08
79 H 0.07
80 H 0.11
81 H 0.09
82 H 0.11
83 H 0.09
84 H 0.11
85 H 0.09
86 C -0.07
87 C -0.17
88 C -0.13
89 C -0.08
90 C -0.11
91 C -0.07
92 C -0.18
93 C -0.23
94 C -0.10
95 C -0.22
96 N 0.03
97 C -0.12
98 C -0.34
99 C -0.10

=====

Molecular formula: C57H57AsHfN4P2STe
Method: DFT, ωB97M-V/def2-TZVPD

Positions of all 124 atoms, in Å:
Hf  0.715  0.281  -0.596
Te  4.116  1.307  2.321
C  5.391  0.012  3.388
C  4.860  -0.950  4.238
C  5.734  -1.799  4.901
N  7.059  -1.735  4.780
C  7.555  -0.795  3.983
C  6.768  0.097  3.259
C  3.073  -0.276  1.354
P  3.283  -0.211  -0.412
C  4.984  0.071  -0.903
C  6.013  -0.564  -0.209
C  7.323  -0.376  -0.616
C  7.603  0.441  -1.706
C  6.577  1.075  -2.392
C  5.261  0.894  -1.988
C  2.772  -1.834  -1.082
C  3.234  -3.058  -0.591
C  2.844  -4.230  -1.208
C  1.965  -4.206  -2.293
C  1.475  -3.008  -2.771
C  1.889  -1.823  -2.161
P  1.370  -0.655  1.786
C  1.162  -2.462  1.736
C  2.079  -3.276  2.404
C  1.950  -4.653  2.355
C  0.921  -5.233  1.619
C  0.016  -4.432  0.938
C  0.134  -3.049  1.007
C  0.891  -0.137  3.442
C  0.908  1.216  3.787
C  0.546  1.615  5.062
C  0.159  0.668  6.002
C  0.122  -0.675  5.661
C  0.488  -1.082  4.385
H  3.791  -1.034  4.398
H  5.350  -2.562  5.571
H  8.636  -0.751  3.905
H  7.236  0.827  2.610
H  5.793  -1.182  0.654
H  8.128  -0.865  -0.084
H  8.628  0.585  -2.020
H  6.801  1.713  -3.237
H  4.456  1.391  -2.516
H  3.897  -3.075  0.264
H  3.221  -5.179  -0.849
H  1.671  -5.135  -2.764
H  0.802  -2.983  -3.618
H  1.597  -0.871  -2.630
H  2.900  -2.826  2.953
H  2.654  -5.280  2.889
H  0.825  -6.311  1.583
H  -0.789  -4.877  0.367
H  -0.617  -2.439  0.517
H  1.206  1.960  3.062
H  0.572  2.664  5.325
H  -0.115  0.980  7.002
H  -0.189  -1.414  6.387
H  0.448  -2.134  4.133
S  1.589  2.612  -0.117
C  0.513  3.799  -0.798
N  -0.792  3.767  -0.924
C  -1.327  4.964  -1.577
C  -0.052  5.795  -1.844
N  1.000  4.927  -1.298
H  -1.373  3.015  -0.588
H  -2.028  5.465  -0.912
H  -1.840  4.687  -2.497
H  -0.061  6.756  -1.334
H  0.114  5.957  -2.906
H  1.981  5.148  -1.281
C  -5.366  5.038  1.380
C  -4.657  3.785  0.952
C  -3.478  3.372  1.560
C  -2.833  2.200  1.183
C  -1.581  1.812  1.931
C  -3.350  1.426  0.123
As  -2.234  -0.136  -0.311
N  -1.009  0.662  -1.547
C  -1.251  1.383  -2.742
C  -0.147  1.921  -3.413
C  -0.307  2.637  -4.588
C  -1.578  2.828  -5.119
C  -2.674  2.283  -4.467
C  -2.513  1.561  -3.290
C  -3.293  -1.514  -1.190
C  -3.041  -2.164  -2.405
C  -1.853  -1.936  -3.306
C  -3.934  -3.158  -2.810
C  -5.018  -3.556  -2.045
C  -5.966  -4.621  -2.519
C  -5.184  -2.958  -0.800
C  -4.339  -1.958  -0.354
C  -4.557  -1.390  1.027
C  -4.576  1.790  -0.459
C  -5.364  0.987  -1.468
C  -5.185  2.970  -0.039
H  -4.794  5.586  2.127
H  -6.340  4.800  1.811
H  -5.546  5.698  0.530
H  -3.061  3.959  2.371
H  -1.392  2.496  2.755
H  -0.692  1.858  1.275
H  -1.632  0.801  2.333
H  0.860  1.798  -3.018
H  0.562  3.035  -5.095
H  -1.707  3.377  -6.042
H  -3.666  2.403  -4.884
H  -3.369  1.114  -2.813
H  -0.939  -1.748  -2.744
H  -2.001  -1.105  -3.993
H  -1.690  -2.829  -3.907
H  -3.749  -3.656  -3.756
H  -5.664  -5.021  -3.485
H  -6.976  -4.221  -2.617
H  -6.013  -5.446  -1.807
H  -5.993  -3.286  -0.155
H  -5.403  -1.878  1.506
H  -4.765  -0.318  1.022
H  -3.685  -1.556  1.668
H  -4.858  0.105  -1.848
H  -5.642  1.621  -2.311
H  -6.295  0.648  -1.009
H  -6.129  3.245  -0.499

Properties
Frontier orbital gap = 6.19 eV
Spin multiplicity = 1
Net charge = +2
E_HOMO = -11.76 eV

These are the Löwdin partial charges, in e, on atoms 1 to 99:
1 Hf 1.10
2 Te 1.29
3 C -0.55
4 C -0.13
5 C -0.14
6 N 0.07
7 C -0.13
8 C -0.13
9 C -0.93
10 P 0.72
11 C -0.39
12 C -0.10
13 C -0.05
14 C -0.05
15 C -0.06
16 C -0.09
17 C -0.39
18 C -0.06
19 C -0.03
20 C -0.03
21 C -0.06
22 C -0.18
23 P 0.81
24 C -0.40
25 C -0.10
26 C -0.05
27 C -0.06
28 C -0.06
29 C -0.11
30 C -0.38
31 C -0.17
32 C -0.06
33 C -0.05
34 C -0.05
35 C -0.07
36 H 0.08
37 H 0.11
38 H 0.11
39 H 0.10
40 H 0.10
41 H 0.12
42 H 0.12
43 H 0.11
44 H 0.10
45 H 0.12
46 H 0.12
47 H 0.12
48 H 0.11
49 H 0.08
50 H 0.10
51 H 0.12
52 H 0.12
53 H 0.11
54 H 0.05
55 H 0.05
56 H 0.12
57 H 0.12
58 H 0.12
59 H 0.10
60 S 0.62
61 C -0.73
62 N 0.07
63 C -0.07
64 C -0.08
65 N 0.05
66 H 0.10
67 H 0.13
68 H 0.12
69 H 0.13
70 H 0.13
71 H 0.15
72 C -0.03
73 C -0.25
74 C -0.01
75 C -0.31
76 C -0.11
77 C -0.30
78 As 1.33
79 N -0.41
80 C -0.39
81 C -0.08
82 C -0.07
83 C -0.07
84 C -0.05
85 C -0.04
86 C -0.32
87 C -0.25
88 C -0.05
89 C 0.00
90 C -0.24
91 C -0.03
92 C 0.00
93 C -0.30
94 C -0.06
95 C -0.27
96 C -0.05
97 C 0.00
98 H 0.08
99 H 0.09